Record 1
This record from the OMol25 dataset describes a structure of composition C36H32BBrN5O7Ru. The level of theory is ωB97M-V/def2-TZVPD.

⟨S²⟩	8.798
total energy	-4885.414276	a.u.
gap between HOMO and LUMO (alpha / beta)	6.151 / 7.088	eV
LUMO level (alpha / beta)	-0.05 / -0.44	eV
molar mass	838.47	g mol⁻¹
spin multiplicity	6
relative energy (zero: lowest compared OMol25 entry of this formula, charge and spin)	63.63	kJ/mol

Each line ends with the Mulliken spin population.
CARTESIAN COORDINATES (ANGSTROEM)
Ru  -0.6459  -0.2632  -0.3289  3.509
Br  2.4694  -6.4035  -1.9791  0.000
C  1.9388  -4.8618  -1.0115  0.012
C  1.3354  -5.0073  0.2420  -0.003
C  0.9026  -3.9034  0.9310  0.017
C  1.0192  -2.5982  0.3887  -0.006
O  0.5371  -1.5750  1.0075  0.074
C  1.6783  -2.4674  -0.8664  0.034
C  2.0046  -1.1899  -1.4515  -0.030
N  1.5448  -0.0230  -1.1344  0.091
C  2.2588  1.1331  -1.5878  -0.028
C  3.4781  1.0336  -2.2724  0.150
C  4.2667  2.1416  -2.5309  -0.049
C  3.9103  3.3739  -2.0363  0.112
C  2.7111  3.5261  -1.3304  -0.147
C  2.4081  4.7459  -0.6600  0.491
C  1.3260  4.7882  0.2172  -0.184
C  0.4288  3.7647  0.2352  0.390
N  0.5594  2.6821  -0.6478  0.181
C  1.8326  2.4167  -1.2012  0.079
C  2.1321  -3.6137  -1.5410  0.001
H  1.2098  -5.9974  0.6617  0.000
H  0.4201  -4.0075  1.8944  -0.001
H  2.7585  -1.2779  -2.2311  -0.006
H  3.8713  0.0775  -2.5786  0.026
H  5.1957  2.0163  -3.0720  -0.003
H  4.5590  4.2324  -2.1566  0.003
H  3.0945  5.5762  -0.7500  0.025
H  1.1672  5.6342  0.8717  -0.011
H  -0.4688  3.7566  0.8328  0.068
H  2.6238  -3.5009  -2.5004  0.001
C  -1.7579  -5.4629  -1.8531  0.000
C  -1.3482  -4.0947  -2.2725  0.006
C  -0.7150  -3.6341  -3.4091  0.001
C  -0.5568  -2.2510  -3.2182  -0.004
N  -1.0731  -1.8886  -2.0490  0.080
N  -1.5491  -3.0207  -1.4947  0.027
C  0.1123  -1.2752  -4.1263  0.008
H  -1.3951  -6.1975  -2.5689  0.000
H  -2.8439  -5.5482  -1.7901  0.000
H  -1.3383  -5.7039  -0.8748  0.000
H  -0.3911  -4.2235  -4.2509  0.000
H  -1.9624  -2.9532  -0.5653  -0.002
H  -0.4550  -1.1431  -5.0506  0.001
H  1.1023  -1.6387  -4.4111  0.000
H  0.2180  -0.3043  -3.6464  0.003
C  -1.1273  1.9775  3.7691  0.005
C  -0.8342  0.8881  2.7700  -0.005
N  -0.5752  -0.3315  3.2386  0.003
O  -0.8802  1.1465  1.5592  0.042
H  -0.7718  1.7405  4.7701  0.001
H  -2.2058  2.1351  3.8064  0.000
H  -0.6641  2.8988  3.4221  -0.003
H  -0.4989  -0.4867  4.2262  0.000
H  -0.2881  -1.0567  2.5700  0.002
O  -4.6810  -3.2806  0.1533  0.001
C  -5.3372  -2.1966  0.6631  0.001
C  -6.6704  -2.2702  1.0460  -0.002
C  -7.3144  -1.1463  1.5399  0.002
C  -6.6401  0.0601  1.6419  -0.002
C  -5.3144  0.1316  1.2419  0.004
C  -4.6470  -0.9891  0.7676  -0.001
C  -3.2064  -0.8732  0.3805  0.018
O  -2.8782  0.0925  -0.3677  0.083
O  -2.3655  -1.6979  0.8098  0.054
H  -5.3010  -4.0139  0.0857  0.000
H  -7.2042  -3.2102  0.9540  0.000
H  -8.3525  -1.2178  1.8387  0.000
H  -7.1441  0.9394  2.0203  0.000
H  -4.7734  1.0688  1.2860  0.001
O  -1.8837  2.8409  -0.9445  0.012
B  -0.6668  2.2338  -1.2403  -0.287
O  -0.7560  1.4193  -2.3751  0.159
C  -2.0719  1.5524  -2.7911  -0.008
C  -2.6950  0.9352  -3.8466  -0.002
C  -4.0449  1.2330  -4.0263  -0.001
C  -4.7136  2.1019  -3.1728  0.003
C  -4.0683  2.7093  -2.0978  -0.002
C  -2.7373  2.4105  -1.9295  0.005
H  -2.1677  0.2488  -4.4946  0.000
H  -4.5815  0.7735  -4.8458  0.000
H  -5.7627  2.3056  -3.3421  0.000
H  -4.5846  3.3681  -1.4133  0.000

***

Record 2
This record from the OMol25 dataset describes a structure of composition C36H32CrN5O2S5SeSi. The level of theory is ωB97M-V/def2-TZVPD.

⟨S²⟩	6.076
total energy	-7541.863157	a.u.
gap between HOMO and LUMO (alpha / beta)	5.049 / 6.152	eV
LUMO level (alpha / beta)	1.41 / 1.22	eV
molar mass	886.06	g mol⁻¹
spin multiplicity	5
net charge	-1
relative energy (zero: lowest compared OMol25 entry of this formula, charge and spin)	0.25	kJ/mol

Each line ends with the Mulliken spin population.
CARTESIAN COORDINATES (ANGSTROEM)
Cr  -0.6996  0.8562  0.4536  3.094
S  -2.5583  7.8607  0.2387  -0.003
C  -2.1376  6.2703  0.1105  -0.001
S  -3.2747  4.9732  0.1822  0.002
C  -2.1373  3.6510  0.1016  0.008
C  -0.8334  3.9992  0.0465  0.018
S  0.4655  2.8412  -0.0765  -0.037
S  -0.5044  5.7140  0.0655  0.003
S  -2.6946  2.0010  0.0453  -0.059
N  -0.9576  1.0604  7.8233  0.005
C  -0.9182  1.0384  6.6756  -0.003
C  -0.8723  1.0113  5.2370  0.003
C  -1.2837  -0.1196  4.5449  -0.009
C  -1.2157  -0.1017  3.1669  -0.012
N  -0.7897  0.9652  2.4861  -0.073
C  -0.3944  2.0545  3.1519  0.040
C  -0.4178  2.1181  4.5304  -0.005
H  -1.6454  -0.9998  5.0550  -0.001
H  -1.4959  -0.9606  2.5802  0.014
H  -0.0437  2.8810  2.5499  -0.013
H  -0.0866  3.0111  5.0385  -0.001
Se  3.2164  -0.8914  3.4031  0.215
N  4.1975  -1.1220  1.9061  0.242
C  3.4045  -0.8103  0.8874  -0.047
C  3.7800  -0.8268  -0.4650  0.255
C  2.8251  -0.4899  -1.4201  -0.060
C  1.5570  -0.1227  -1.0274  0.193
N  1.1563  -0.0405  0.2617  0.032
C  2.0366  -0.4045  1.2295  -0.065
N  1.7274  -0.3896  2.5099  0.158
H  4.7910  -1.1010  -0.7352  0.001
H  3.0630  -0.5010  -2.4749  0.003
H  0.8207  0.1685  -1.7704  0.032
O  -1.5722  -0.8137  0.2309  0.098
Si  -2.9116  -1.6846  0.0645  -0.049
C  -3.9679  -1.1407  -1.3863  -0.001
C  -5.3487  -1.3458  -1.3976  0.000
C  -6.1212  -0.9859  -2.4928  0.001
C  -5.5212  -0.4066  -3.6014  0.000
C  -4.1502  -0.1915  -3.6096  -0.002
C  -3.3859  -0.5573  -2.5119  0.006
C  -2.4413  -3.4910  -0.1335  0.003
C  -1.1250  -3.9046  0.0782  0.003
C  -0.7832  -5.2511  0.0128  0.001
C  -1.7490  -6.2024  -0.2782  0.000
C  -3.0611  -5.8065  -0.5079  0.000
C  -3.3975  -4.4646  -0.4331  0.001
C  -3.9659  -1.5751  1.6297  0.002
C  -3.9118  -2.5791  2.6008  0.001
C  -4.5440  -2.4324  3.8291  0.000
C  -5.2453  -1.2687  4.1112  0.000
C  -5.3171  -0.2608  3.1595  -0.005
C  -4.6854  -0.4156  1.9337  -0.003
H  -5.8347  -1.7791  -0.5294  0.000
H  -7.1920  -1.1486  -2.4782  0.000
H  -6.1217  -0.1154  -4.4543  0.000
H  -3.6790  0.2718  -4.4674  0.000
H  -2.3180  -0.3712  -2.5218  0.001
H  -0.3551  -3.1729  0.3024  0.003
H  0.2437  -5.5429  0.1853  0.000
H  -1.4821  -7.2514  -0.3287  0.000
H  -3.8192  -6.5445  -0.7419  0.000
H  -4.4270  -4.1691  -0.6097  0.000
H  -3.3599  -3.4895  2.3939  0.000
H  -4.4890  -3.2250  4.5657  0.000
H  -5.7356  -1.1478  5.0693  0.000
H  -5.8610  0.6507  3.3748  0.000
H  -4.7359  0.3888  1.2084  0.010
C  2.0406  -5.3637  -2.4688  0.001
C  2.3214  -3.9970  -1.8636  0.008
O  2.0663  -3.9393  -0.4755  -0.007
C  3.1187  -4.4411  0.3229  0.003
C  2.6677  -4.3890  1.7646  0.007
H  2.2537  -5.3403  -3.5392  0.000
H  0.9940  -5.6359  -2.3326  0.000
H  2.6618  -6.1416  -2.0224  0.000
H  1.6760  -3.2437  -2.3180  -0.002
H  3.3607  -3.6971  -2.0593  -0.002
H  4.0125  -3.8182  0.1802  -0.001
H  3.3715  -5.4691  0.0305  -0.001
H  2.3227  -3.3832  2.0078  -0.007
H  3.4933  -4.6327  2.4337  0.006
H  1.8462  -5.0843  1.9460  -0.004

***

Record 3
This record from the OMol25 dataset describes a structure of composition C36H32F3N7O4PSnTe in a non-equilibrium geometry. The level of theory is ωB97M-V/def2-TZVPD.

total energy	-3198.400117	a.u.
gap between HOMO and LUMO	7.847	eV
LUMO level	-2.23	eV
molar mass	960.98	g mol⁻¹
spin multiplicity	1
net charge	+1
relative energy (zero: lowest compared OMol25 entry of this formula, charge and spin)	110.98	kJ/mol

Each line ends with the Löwdin charge.
CARTESIAN COORDINATES (ANGSTROEM)
Sn  0.8304  0.3903  -1.2499  1.203
C  -4.1699  3.2974  1.4724  -0.025
N  -3.5181  2.4853  0.4502  -0.124
C  -4.1166  1.9613  -0.6605  -0.043
C  -3.1363  1.2924  -1.3439  -0.152
N  -1.9544  1.3926  -0.6744  0.021
C  -2.2006  2.1126  0.3948  -0.486
P  -1.0000  2.5852  1.6652  1.179
C  -0.2148  0.9643  1.9580  -0.442
N  0.3177  0.1285  1.0804  -0.064
C  0.8163  -0.9370  1.7847  -0.139
C  0.5676  -0.7478  3.1085  -0.037
N  -0.0834  0.4526  3.2100  -0.112
C  -0.5146  1.0753  4.4594  -0.019
C  0.2869  3.2957  0.5951  -0.447
N  0.9582  2.6719  -0.3536  -0.052
C  1.8351  3.5790  -0.8885  -0.116
C  1.6888  4.7708  -0.2441  -0.038
N  0.7103  4.5842  0.6968  -0.119
C  0.2260  5.5935  1.6337  -0.020
H  -5.2236  3.3886  1.2289  0.093
H  -4.0744  2.8332  2.4512  0.085
H  -3.7298  4.2917  1.5111  0.085
H  -5.1646  2.1034  -0.8685  0.124
H  -3.2114  0.7544  -2.2754  0.089
H  1.3408  -1.7371  1.2844  0.116
H  0.8030  -1.3461  3.9728  0.132
H  -0.2379  0.4273  5.2849  0.095
H  -0.0305  2.0394  4.5912  0.088
H  -1.5926  1.2163  4.4669  0.088
H  2.5068  3.3053  -1.6878  0.116
H  2.1969  5.7132  -0.3660  0.128
H  0.7733  6.5159  1.4676  0.095
H  -0.8340  5.7824  1.4807  0.086
H  0.3832  5.2697  2.6596  0.087
O  -2.7433  0.8937  -5.6598  0.116
C  -1.9627  0.6061  -4.6006  -0.480
O  -1.4222  1.4353  -3.9278  0.091
C  -1.8560  -0.8808  -4.3805  -0.176
C  -2.2475  -1.7924  -5.3542  0.024
C  -2.1074  -3.1408  -5.0736  -0.017
C  -1.5725  -3.5260  -3.8574  0.023
C  -1.1787  -2.5315  -2.9684  -0.239
N  -1.3319  -1.2428  -3.2188  0.168
C  -0.3929  -2.8884  -1.7265  -0.663
O  -0.4887  -4.2166  -1.4719  0.051
O  0.6259  -2.3055  -1.3928  -0.100
H  -2.7520  1.8541  -5.7780  0.136
H  -2.6407  -1.4475  -6.2993  0.123
H  -2.4010  -3.8840  -5.8033  0.120
H  -1.4350  -4.5679  -3.6088  0.124
H  0.2977  -4.4525  -0.9587  0.135
C  -1.6473  -3.5251  1.5450  -0.400
Te  -2.2675  -2.0439  0.1475  1.470
C  -3.8252  -3.4156  -0.3461  -0.388
C  -3.8316  -4.4645  0.7420  -0.283
C  -4.8721  -5.3885  0.8318  -0.037
C  -4.8599  -6.3638  1.8150  -0.075
C  -3.8050  -6.4236  2.7183  -0.077
C  -2.7693  -5.5094  2.6334  -0.040
C  -2.7773  -4.5235  1.6474  -0.281
H  -1.4441  -3.0489  2.5017  0.046
H  -0.7261  -4.0071  1.2132  0.058
H  -3.6117  -3.8622  -1.3189  0.059
H  -4.7774  -2.8938  -0.4112  0.057
H  -5.6923  -5.3356  0.1250  0.117
H  -5.6714  -7.0778  1.8769  0.107
H  -3.7935  -7.1826  3.4909  0.107
H  -1.9447  -5.5571  3.3356  0.116
F  10.0208  2.8280  -0.7752  0.144
C  9.3514  2.8556  0.3919  -0.589
F  10.0698  2.1286  1.2669  0.145
F  9.3586  4.1255  0.8267  0.137
C  7.9601  2.3170  0.2336  -0.124
C  7.7961  1.0454  -0.3005  -0.003
C  6.5258  0.5367  -0.4942  -0.013
C  5.4026  1.2935  -0.1522  -0.249
C  5.5835  2.5658  0.3912  -0.022
C  6.8571  3.0773  0.5835  -0.004
C  4.0708  0.7952  -0.3685  -0.142
C  2.9329  0.4088  -0.5380  -0.220
H  8.6650  0.4576  -0.5687  0.128
H  6.3910  -0.4492  -0.9193  0.120
H  4.7143  3.1542  0.6572  0.107
H  6.9920  4.0649  1.0025  0.119